Density functional theory data (wB97M-V/def2-TZVPD) for an isolated molecule of C3H5N3O2S.

Last column: natural (NBO) charge in e.
Geometry (Å):
S: -2.33788 0.02111 0.42031  1.5760
O: -2.86610 1.10401 -0.32124  -0.9190
O: -2.32989 -1.32622 -0.55699  -0.8819
N: 0.46337 -2.04483 0.23373  -0.6487
N: 0.49945 -0.74661 0.20151  0.1049
N: 1.67760 0.00381 0.04282  -0.3545
C: -0.54585 0.28626 0.15259  -0.2167
C: 0.06659 1.49266 0.02939  -0.3060
C: 1.41962 1.32878 -0.01415  -0.0812
H: 2.55826 -0.48125 0.06028  0.4177
H: -0.52316 2.44551 0.25756  0.2643
H: -1.69170 -1.87756 -0.31497  0.4893
H: 2.23858 2.10904 -0.08446  0.2419
H: 1.37110 -2.31471 -0.10638  0.3140

Its relative energy (zero: lowest compared OMol25 entry of this formula, charge and spin) is 339.5 kJ/mol. The value obtained for the HOMO energy (spin up / spin down) is -7.539 / -7.537 eV. The charge is 0. As for the energy: -22587.709 eV. As for the orbital gap (spin up / spin down): 0.29346 / 0.29341 Eh.

---

Density functional theory data (wB97M-V/def2-TZVPD) for an isolated molecule of C5H9NS.

Last column: natural (NBO) charge in e.
Geometry (Å):
S: -1.23861 -2.05956 1.93985  -0.1282
N: -1.83904 -1.37073 -0.50672  -0.7802
C: 1.33491 -0.49456 0.84678  -0.4264
C: -1.12568 -1.23427 0.58129  0.1128
C: -0.07936 0.74288 -1.07505  -0.6151
C: 0.48588 0.55913 1.53827  -0.4286
C: 0.11153 -0.06636 0.23439  -0.0863
H: -1.09713 0.98705 -1.27156  0.2053
H: -2.40586 -2.25864 -0.60605  0.4076
H: 1.01328 1.50087 1.52287  0.2185
H: -1.65747 -0.79875 -1.32663  0.4034
H: -0.07404 0.22432 2.47347  0.2515
H: 0.23237 0.23096 -2.09100  0.2013
H: 1.27705 -1.52022 1.08870  0.2308
H: 0.46418 1.58851 -1.06715  0.2234
H: 2.20975 -0.25687 0.34437  0.2102

Its relative energy (zero: lowest compared OMol25 entry of this formula, charge and spin) is 174.5 kJ/mol. The value obtained for the HOMO energy is -8.372 eV. The charge is 0. As for the energy: -17654.385 eV. As for the orbital gap: 0.33640 Eh. Its SMILES is CC1(C(N)=S)CC1.

---

Density functional theory data (wB97M-V/def2-TZVPD) for a cluster of 7 separate species, C45H84O24S in total.

Last column: Löwdin charge in e.
Geometry (Å):
S: -7.46951 -6.06238 -1.88825  0.6009
O: -4.29919 -3.32869 1.08451  0.1712
O: -3.26268 8.57973 1.07914  0.0176
O: -8.15784 -5.58225 -3.04016  -0.2615
O: -6.62931 -7.21906 -2.03117  -0.2932
O: 10.57941 0.78721 0.08820  -0.0076
O: 4.91285 -4.11789 -5.34878  0.0053
O: -4.64898 -12.66646 -0.43034  0.1230
O: -4.70864 -13.02720 1.79718  0.0022
O: -6.69906 3.17322 0.20793  0.0262
O: -1.15976 10.66496 4.42123  0.0134
O: -4.25868 -11.03941 1.09232  0.0375
O: -3.10318 -1.62784 1.92745  0.1566
O: -3.85749 6.99628 -0.42444  0.1281
O: 11.22926 -0.50486 1.68473  0.0333
O: -5.14192 2.50305 1.53953  -0.0344
O: 12.42785 1.36471 1.24917  0.1257
O: -1.99318 0.31123 2.09767  0.1643
O: -0.69996 12.52187 3.22358  0.1191
O: 4.08460 -5.68761 -4.12337  0.0396
O: 3.07284 -3.66232 -4.12838  0.1144
O: -8.56794 -6.39152 -0.78419  -0.1471
O: -7.29122 2.26076 2.19261  0.1357
O: -3.86318 6.64085 1.80508  0.0174
O: -0.90562 12.52858 5.47628  0.0376
C: -4.83139 -1.56013 -1.40240  -0.0926
C: 7.92544 -2.81940 -2.10511  -0.2210
C: -4.55256 -12.27613 0.70370  -0.6153
C: 4.37509 -0.55065 -0.21792  -0.2078
C: -3.26210 -0.20576 0.09264  -0.0717
C: -4.72903 1.96570 2.80367  -0.0237
C: -6.19043 -2.23436 -1.07958  -0.1587
C: 3.93594 -4.41870 -4.49193  -0.6157
C: -6.46583 2.61331 1.39354  -0.6180
C: 4.81256 -2.80580 -5.90576  -0.0393
C: 12.11685 -0.82750 2.76682  -0.2104
C: -5.08945 -14.37850 1.53083  -0.0424
C: -5.40263 -9.62910 -0.56275  -0.0686
C: -3.68102 7.36972 0.70564  -0.6086
C: -3.87300 -2.22343 0.95350  -0.3803
C: -2.99581 1.00680 -0.72129  -0.1133
C: -3.04124 9.51034 0.00352  -0.2079
C: -0.67229 13.94504 5.49352  -0.2120
C: -8.08301 3.40793 -0.10517  -0.2043
C: 11.50521 0.62329 1.03392  -0.6132
C: -0.90530 11.96297 4.27060  -0.6132
C: -1.68004 0.83601 -1.53128  -0.1572
C: -4.00898 -1.28261 -0.18863  -0.0579
C: -8.63540 4.60841 0.63180  -0.0614
C: 1.99154 0.18523 -0.90801  -0.2163
C: 1.77975 -6.48763 -3.92783  -0.0648
C: 11.84605 0.01334 3.99552  -0.0652
C: -1.24696 9.93844 3.19124  -0.0337
C: -4.37656 5.32517 1.56265  -0.0265
C: 5.41005 -0.74241 -1.34286  -0.1997
C: -2.68296 -0.40318 1.44285  -0.3881
C: 7.90333 -1.32756 -1.69694  -0.2072
C: 9.22640 -3.51686 -1.73327  -0.2687
C: -4.33894 10.05849 -0.54887  -0.0603
C: 6.79237 -0.94908 -0.71935  -0.2291
C: 3.08496 -6.18997 -3.22218  -0.2089
C: -4.08758 -10.08082 0.03216  -0.2039
C: -1.89311 14.72935 5.06344  -0.0664
C: -6.47944 -4.76533 -1.14988  -0.2206
C: 2.93082 -0.97180 -0.51740  -0.2052
C: 9.29012 -3.93643 -0.25698  -0.1027
C: -0.40323 1.08109 -0.70450  -0.1868
C: 10.70123 2.00113 -0.65671  -0.0354
C: 0.53639 -0.13753 -0.57855  -0.2054
C: -6.50495 -3.46448 -1.96330  -0.1955
H: -6.85443 -4.58699 -0.14341  0.1010
H: -2.90688 1.88924 -0.08877  0.1174
H: -5.21958 1.01362 2.99703  0.1038
H: -1.70892 15.79834 5.16965  0.0798
H: -8.02479 5.49042 0.43262  0.0784
H: -4.13363 10.81973 -1.30116  0.0819
H: -2.75385 14.45769 5.67581  0.0817
H: -6.09864 -14.41361 1.12348  0.0978
H: 11.69876 2.10118 -1.07817  0.0962
H: 4.71478 -1.19245 0.59987  0.1002
H: -4.93282 9.27069 -1.00939  0.0741
H: -6.06051 -9.24456 0.21880  0.0809
H: 1.33171 -5.57757 -4.32375  0.0731
H: -5.06360 -14.89444 2.48613  0.0918
H: 7.08288 -0.00573 -0.24775  0.1122
H: -4.25850 -2.16481 -2.10715  0.1300
H: 1.94594 -7.17028 -4.76197  0.0825
H: 2.32268 1.09043 -0.39804  0.1094
H: -2.14343 14.52522 4.02371  0.0735
H: -6.97879 -1.50086 -1.23658  0.1127
H: 11.92855 -1.87801 2.97950  0.1215
H: -5.23833 -8.85046 -1.29701  0.0521
H: -5.39831 5.38419 1.19331  0.0914
H: 7.05520 -3.34857 -1.71141  0.1104
H: -0.66058 1.43396 0.29201  0.0962
H: 0.19525 14.18227 4.87807  0.1231
H: -1.72004 1.49480 -2.39600  0.1097
H: 10.32707 -3.99485 0.07747  0.0642
H: -0.35023 10.08442 2.59192  0.1011
H: 12.47746 -0.31487 4.82099  0.0803
H: 3.95162 -2.74408 -6.56970  0.0987
H: 0.14998 1.89626 -1.17513  0.1065
H: 10.47577 2.85732 -0.02298  0.0990
H: 10.10149 -2.91746 -1.98424  0.1028
H: -4.94462 2.66550 3.60999  0.1011
H: 5.71964 -2.63198 -6.47719  0.0931
H: -7.51391 -3.35736 -2.35607  0.1036
H: 0.20695 -0.93294 -1.24832  0.1102
H: 4.41461 0.46701 0.17168  0.1097
H: -3.65800 1.81652 2.73485  0.0779
H: 5.14183 -1.56919 -2.00049  0.1041
H: -3.57728 -9.23998 0.49896  0.1212
H: -1.67156 -0.19621 -1.88638  0.1036
H: -9.65660 4.80888 0.30906  0.0822
H: -2.45118 10.31447 0.43872  0.1117
H: -4.36260 4.81343 2.51863  0.0893
H: -8.64194 4.44002 1.70766  0.0770
H: 3.51013 -7.10446 -2.81378  0.1223
H: -3.81353 1.18528 -1.41850  0.1155
H: 1.07455 -6.94520 -3.23414  0.0804
H: 2.88512 -1.78017 -1.24838  0.1077
H: -5.81616 -3.54370 -2.80107  0.1167
H: -2.12687 10.24864 2.63629  0.0765
H: -4.39434 -14.85012 0.83997  0.0946
H: -5.47296 -5.16676 -1.07286  0.1079
H: 13.15052 -0.73344 2.43462  0.1240
H: -8.66299 2.50793 0.09807  0.1240
H: 9.96988 1.93785 -1.45742  0.0906
H: -5.04383 -0.60910 -1.88851  0.1154
H: -1.34255 8.88954 3.45300  0.0982
H: 10.80088 -0.07658 4.29420  0.0820
H: -0.42153 14.17513 6.52713  0.1216
H: 9.29764 -4.42984 -2.33056  0.0994
H: -2.44009 9.03719 -0.77235  0.1266
H: 4.73546 -2.05207 -5.12494  0.0902
H: 8.78521 -3.21320 0.38312  0.0634
H: -5.91509 -10.45743 -1.05024  0.0820
H: -3.42361 -10.49197 -0.72821  0.1236
H: 2.09541 0.32754 -1.98762  0.1172
H: -8.11157 -6.57631 0.05064  0.0952
H: -8.10160 3.58307 -1.17888  0.1231
H: -3.75568 4.78671 0.85226  0.1006
H: 2.94694 -5.48890 -2.39903  0.1221
H: 0.51458 -0.47906 0.45789  0.1053
H: -6.22288 -2.54467 -0.04153  0.0907
H: 2.53213 -1.38558 0.41401  0.1018
H: -4.93324 10.50430 0.24985  0.0835
H: 8.84536 -1.15132 -1.16767  0.0917
H: 6.76469 -1.70936 0.06456  0.1046
H: 5.47985 0.20007 -1.89147  0.1122
H: 7.84950 -2.85007 -3.19566  0.0990
H: 8.87205 -4.93146 -0.11309  0.0678
H: 12.05066 1.06532 3.80344  0.0743
H: 7.93904 -0.67780 -2.57266  0.1081

Its relative energy (zero: lowest compared OMol25 entry of this formula, charge and spin) is 0.0 kJ/mol. The value obtained for the HOMO energy is -10.358 eV. The charge is 0. As for the energy: -108004.117 eV. As for the orbital gap: 0.34376 Eh. Its SMILES is CCCCCCCCCCCCCC1=C(CCCCS(=O)(=O)O)C(=O)OC1=O.CCOC(=O)OC.CCOC(=O)OC.CCOC(=O)OC.CCOC(=O)OC.CCOC(=O)OC.CCOC(=O)OC.